Entry 1:
# C32H46B2Br2F6N6O14S

A 6-piece molecular cluster, C32H46B2Br2F6N6O14S overall in a non-equilibrium geometry (ωB97M-V/def2-TZVPD, the OMol25 dataset).

The geometry in ORCA input format:
```
! RIJCOSX wB97M-V def2-TZVPD def2/J DEFGRID3
* xyz 0 1
O -6.0796 -5.6805 2.4464
F -4.7825 -0.2964 -2.8064
H 3.7410 -6.2157 1.7155
Br 2.0384 -4.7283 3.7642
C -0.7223 3.4956 1.5514
H 2.3815 -3.3796 -4.3335
H -0.5024 -1.7450 -6.5291
C -2.5227 3.3434 -0.0625
C 1.7399 10.0215 1.9453
H 0.9513 -3.0824 -1.0040
C -0.3018 -0.8820 -5.9012
H -5.0376 4.6895 0.5320
O -1.3895 0.6593 -2.1426
H 2.3567 4.3382 2.4863
H 2.7518 -4.9187 -5.1686
C 6.3583 0.4102 3.3746
B -3.5665 4.0980 -0.9786
C -2.7921 0.7718 -2.1955
H 4.4561 -5.6548 0.2208
H -0.7628 -3.1254 -1.3705
C -1.5454 1.3508 0.8766
O -3.1337 4.5312 -2.2202
C -1.6361 4.1016 0.7082
C 2.1313 -3.8384 2.0022
H 1.0833 10.2730 1.1183
C -6.5819 -4.9871 0.2904
C 2.4405 -1.4219 2.8343
F 2.6957 5.3138 -1.0974
H 6.4702 0.0064 2.3686
H 0.0447 -4.6173 -0.7966
O 1.9878 -5.3762 -2.7392
H 2.7599 9.8830 1.6000
H -1.7017 5.1833 0.6518
C -3.4553 -0.4962 -2.7090
H 4.0842 -3.8671 -4.5949
N 3.0558 -4.9256 -3.1031
S -1.5658 -0.4137 0.9579
O 4.2657 -0.5586 4.1599
F -2.9941 -0.8665 -3.9312
F -3.2560 -1.5670 -1.9107
O 1.2369 -1.0806 -4.1825
H 1.4230 -4.3934 1.3948
H -7.3029 -4.1880 0.1463
Br 3.9859 -2.8048 0.0542
H 4.4853 -1.9717 2.6960
H 3.7107 -2.5359 4.1848
H -5.4509 5.2190 -1.1049
C 0.2002 4.3561 2.3828
C -3.4036 1.1222 -0.8144
C 1.8046 5.7946 1.0342
H -3.7062 0.2075 -0.3048
O -1.4687 -3.5964 1.4197
H 2.5019 0.6144 3.4517
C -5.0356 4.3986 -0.5199
O 4.0942 -5.0024 -2.4865
H -4.6282 -3.2145 -2.8856
H -5.7899 -4.9297 -0.4436
H 6.1029 -1.5565 4.1710
H 5.8427 1.3686 3.3427
N -5.9655 -4.7911 1.6306
O 1.9769 -1.0779 -6.2069
H 5.9060 -0.2742 5.3440
C -4.1722 -3.8383 -3.6410
C -0.6638 2.1028 1.6461
C 5.6690 -0.5631 4.3180
H -0.0435 1.6798 3.5057
F 3.7147 6.8461 0.1101
H 7.3664 0.6145 3.7426
C 3.0747 -4.2126 -4.4096
N -4.6257 -5.2414 -3.4325
H -4.3237 1.6720 -1.0128
N 1.7398 11.1794 2.8818
H -3.0549 1.5445 -2.9236
H -1.8626 -4.3639 0.9919
N 0.2976 1.5678 2.5560
C 0.4867 -2.0532 1.5833
C -2.4698 1.9578 0.0217
O -4.2058 -6.0746 -4.2007
C 0.7170 0.2188 2.3690
H -2.2890 4.9863 -2.1181
F 1.1271 6.8979 1.4666
C 2.7120 5.9781 0.0471
H 4.2369 -4.0588 2.2389
C 1.9363 -0.1416 2.9287
N 1.0874 -1.0220 -5.3872
H 0.3052 3.9271 3.3768
C 0.0059 -3.5306 -0.7041
H -4.4882 -3.5450 -4.6377
O -5.3808 -3.7431 1.8123
O -5.3862 -5.4601 -2.5084
C 3.7735 -1.6995 3.4825
H -0.2789 5.3223 2.5265
H -7.0624 -5.9578 0.2713
C 1.7022 -2.4078 2.1614
H -1.0874 -0.2119 -2.4199
H 1.3845 9.1480 2.4759
H -0.9714 -0.8497 -5.0529
H -0.3553 0.0360 -6.4781
C 1.5955 4.4924 1.7199
C 3.5993 -5.5323 0.8778
C 0.0018 -0.7543 1.7017
B -0.3843 -3.1022 0.7659
C 3.5327 -4.1041 1.4122
O 1.3679 10.9865 4.0194
H 1.6708 3.6901 0.9832
H 2.6874 -5.8173 0.3556
H -5.6957 3.5338 -0.6144
O 2.1149 12.2430 2.4361
H -3.0898 -3.8302 -3.5587
*
```

For the HOMO energy, the calculation gives -7.65 eV. The calculation puts the energy at -8823.55884 Ha. For the HOMO-LUMO gap, the calculation gives 0.269 Eh.

Mulliken atomic charge list, values in e, 99 entries:
1 O -0.5391
2 F -0.3029
3 H 0.3895
4 Br -0.0576
5 C 0.7940
6 H 0.0835
7 H 0.3216
8 C -0.2349
9 C -0.6960
10 H 0.1388
11 C -0.4141
12 H 0.3278
13 O -0.4483
14 H 0.4345
15 H 0.3218
16 C -1.1097
17 B 0.6623
18 C 0.7205
19 H 0.3997
20 H 0.2467
21 C 1.7795
22 O -0.6791
23 C -0.8428
24 C -1.1140
25 H 0.2808
26 C -0.6108
27 C 1.4712
28 F -0.2070
29 H 0.2463
30 H 0.3475
31 O -0.5217
32 H 0.2823
33 H 0.4605
34 C 0.2529
35 H 0.2968
36 N 0.9601
37 S -0.4166
38 O -0.3605
39 F -0.2702
40 F -0.0961
41 O -0.4596
42 H 0.3709
43 H 0.2843
44 Br -0.1236
45 H 0.3615
46 H 0.2254
47 H 0.2817
48 C -1.7537
49 C -2.3239
50 C 0.3792
51 H 0.8662
52 O -0.5315
53 H 0.6831
54 C -1.0110
55 O -0.5092
56 H 0.2676
57 H 0.2029
58 H 0.2846
59 H 0.2575
60 N 0.9197
61 O -0.5460
62 H 0.4205
63 C -0.7405
64 C -0.6227
65 C -0.3167
66 H 0.2705
67 F -0.2179
68 H 0.4147
69 C -0.6002
70 N 0.9351
71 H 0.0590
72 N 0.8779
73 H 0.2818
74 H 0.2747
75 N 0.2450
76 C -0.4811
77 C -0.1346
78 O -0.5600
79 C -0.2065
80 H 0.3530
81 F -0.2699
82 C 0.1410
83 H 0.4196
84 C -0.4681
85 N 0.8561
86 H 0.3964
87 C -0.8907
88 H 0.2836
89 O -0.5148
90 O -0.5671
91 C -0.5405
92 H 0.7118
93 H 0.3044
94 C -0.7202
95 H 0.3229
96 H 0.3081
97 H -0.0314
98 H 0.2968
99 C -0.5614

=====

Entry 2:
# C32H46BeBrN3P2

C32H46BeBrN3P2 as an isolated structure in a non-equilibrium geometry (ωB97M-V/def2-TZVPD, the OMol25 dataset).

The geometry in ORCA input format:
```
! RIJCOSX wB97M-V def2-TZVPD def2/J DEFGRID3
* xyz 2 1
H 0.9639 1.0463 3.7156
H -0.3143 3.7784 -1.0563
C -4.6130 -1.4700 1.5525
C -6.0434 -1.1447 1.9954
C 2.0261 4.9333 -4.9813
H -2.1025 -4.3682 -3.0710
H -3.1892 -3.9919 3.5344
H -4.6872 0.5304 4.7629
H -2.0667 1.1137 3.2689
C -1.0262 -3.3195 -1.4925
C -1.4359 1.9815 -0.7573
C 0.9415 -5.3390 -1.8509
H -1.2622 -1.5971 3.8277
H 3.3609 1.7016 1.6259
H -4.5211 -2.5641 1.4309
H 2.9626 -2.0494 0.4562
H 1.5700 -1.0047 3.7183
H 4.4313 -0.9246 2.5747
C 1.8012 3.2591 -6.7031
H -6.1994 -0.0863 2.2184
C 1.7770 3.5754 -5.3216
H 2.0704 4.0234 -8.7023
P 1.5515 0.0967 1.5889
H 1.7091 3.0595 2.3404
C 1.0929 -4.3233 -0.9108
H 1.4323 0.2300 -2.7943
C 2.8498 1.1533 0.8216
H 1.5415 3.8766 -2.6832
N 2.2957 -3.8827 -0.3496
Br -2.1333 -0.3006 0.6368
C -1.4407 0.6182 -1.0019
C 2.1739 -2.5886 -0.0290
C -3.0972 0.7085 3.2430
C 3.8257 0.4253 -0.0986
C -1.1994 -4.3263 -2.4591
H -2.2261 2.4859 -0.1903
C 0.6311 2.0618 -2.0379
H -3.6545 1.9991 4.8283
H -3.0165 0.4322 5.4105
H 2.2883 1.8987 0.2286
H 0.2082 2.9304 1.3911
N 2.2271 5.5401 -7.3009
C 2.2596 -1.0516 2.8566
H 3.8993 -1.3972 4.1961
C -0.2063 -5.2943 -2.6665
C -2.5801 -3.2628 4.0941
P -3.1572 -0.9815 2.5446
H -0.3255 -6.0390 -3.4457
H -3.6433 1.3828 2.5657
H 2.0515 5.2975 -3.9516
H -1.8178 -2.6268 -1.2319
H 1.7295 -6.0858 -1.9634
C 2.2156 5.8734 -6.0092
H -1.3309 -2.6807 2.4308
H -6.6961 -1.4153 1.1547
H -0.4299 0.8457 2.6390
C 1.3230 2.8609 -2.9757
H -6.3630 -1.7375 2.8589
C 0.7002 0.6286 -2.0941
H 3.4068 -0.4596 -0.6108
C 3.6712 -0.7410 3.3451
C -3.6565 0.9073 4.6467
H -4.5010 -1.0717 0.5120
H 1.5972 2.2416 -7.0317
H 4.1306 1.1107 -0.8988
C 0.6077 1.2215 2.6839
C 1.4575 2.5555 -4.3052
H 2.3590 6.9322 -5.7812
C -0.4903 -0.0826 -1.7444
C 0.6734 2.7058 2.3566
H 3.7511 0.2950 3.7001
C -0.3302 2.6990 -1.2366
Be 1.0760 -0.3657 -0.6274
H 0.1503 3.2806 3.1292
H 2.1926 -2.0883 2.4892
H -0.6959 -1.0122 -2.2738
N 0.9681 -2.1029 -0.3914
C 2.0439 4.2689 -7.6430
C 0.2175 -3.2293 -0.8476
H -1.7445 -3.7997 4.5759
C -1.9598 -2.1843 3.1973
H 3.1662 -4.4219 -0.2313
H -3.2084 -2.8181 4.8865
H 4.7288 0.1103 0.4405
H 1.2564 1.5545 -4.7217
*
```

For the HOMO energy, the calculation gives -11.60 eV. The calculation puts the energy at -4682.03583 Ha. For the HOMO-LUMO gap, the calculation gives 0.193 Eh.

Okay, here come the Mulliken numbers, in e, for every atom:
1 H 0.6741
2 H 0.4247
3 C -0.4815
4 C -1.4039
5 C -0.4588
6 H 0.4380
7 H 0.3426
8 H 0.3394
9 H -0.0052
10 C -0.6680
11 C -0.7779
12 C -0.8229
13 H 0.2689
14 H 0.7823
15 H 0.4428
16 H 0.7665
17 H 0.4707
18 H 0.2689
19 C -0.5050
20 H 0.3302
21 C 0.6163
22 H 0.3667
23 P 1.1432
24 H 0.4164
25 C 0.0922
26 H 0.7507
27 C -1.1137
28 H 0.3368
29 N -0.0447
30 Br 0.1464
31 C -0.8235
32 C -0.7881
33 C 0.1707
34 C -1.2581
35 C -0.6352
36 H 0.5128
37 C 1.0669
38 H 0.4156
39 H 0.3428
40 H 0.3983
41 H 0.2403
42 N -0.5521
43 C -0.6543
44 H 0.4558
45 C -0.5687
46 C -1.4599
47 P 0.2967
48 H 0.4307
49 H 0.4007
50 H 0.3014
51 H 0.5461
52 H 0.4217
53 C -0.3667
54 H 0.1899
55 H 0.4070
56 H -1.4365
57 C -1.3527
58 H 0.3484
59 C -0.2118
60 H 0.3424
61 C -1.3897
62 C -1.4870
63 H 0.4027
64 H 0.3489
65 H 0.3203
66 C 0.6661
67 C 0.0563
68 H 0.3663
69 C -0.9559
70 C -1.3308
71 H 0.3016
72 C -0.4889
73 Be -1.1746
74 H 0.4628
75 H 0.6463
76 H 1.6537
77 N 1.1949
78 C -0.3274
79 C 0.6268
80 H 0.4340
81 C 0.0314
82 H 0.2944
83 H 0.3579
84 H 0.3071
85 H 0.3663

=====

Entry 3:
# C32H46Br2N4OPSSm

C32H46Br2N4OPSSm as an isolated structure (ωB97M-V/def2-TZVPD, the OMol25 dataset).

The geometry in ORCA input format:
```
! RIJCOSX wB97M-V def2-TZVPD def2/J DEFGRID3
* xyz 2 6
C -3.8854 -2.0825 1.9917
C 0.7126 2.5651 -4.6855
H -1.0364 -2.3568 -2.7153
H -6.4276 -1.2781 3.3539
C 0.8855 2.2332 -3.3487
H -3.5712 -1.9126 4.1187
H 5.2388 0.9246 1.5171
H -3.0839 0.4169 3.4620
C -3.1184 -0.7826 1.6291
H -1.3321 -1.1056 -0.6206
H -0.9159 5.4499 1.1163
Sm 0.4670 1.3659 -0.2096
H -0.8516 -3.1585 4.5795
C -1.6251 2.0992 -4.4492
H 1.2401 -0.8649 0.1447
H -0.7072 2.7350 -6.2825
Br -1.9889 3.4103 0.1938
H 0.2808 -3.3956 -3.1885
C -0.7492 -1.5004 3.2635
H -1.5332 -1.0596 3.8924
H -2.4311 -3.1097 -0.4153
H -5.4741 1.2146 3.1710
H 0.2749 -4.3989 -0.8630
H -1.3266 -3.7901 0.7637
C 3.3229 2.9620 -3.4035
H 1.9263 -1.5035 2.1559
C -5.0962 0.2981 2.7181
C 2.2476 2.2075 -2.7314
S 2.6058 1.6063 1.3607
H 1.1686 -2.5496 0.3129
H -3.3249 1.3430 2.0050
O -0.7513 0.5312 1.3892
H 0.7337 -0.9082 -2.2339
Br 0.9205 4.5843 -0.3239
H 0.3836 -4.8019 3.2668
C 0.5879 -0.8990 3.7397
C 3.1071 4.3144 -3.6703
C 1.8132 -1.6478 3.2353
H -4.7337 -2.1664 1.3085
C -0.7854 -3.0230 3.4960
H 2.7054 -1.2037 3.6799
C 4.5268 2.3670 -3.7733
C 0.6732 -1.7424 -0.2278
H -3.2844 -2.9757 1.8169
N -0.1567 1.8476 -2.5823
H -2.1868 1.4912 -2.4674
H 6.4247 2.6547 -4.7126
C 3.7818 1.2174 0.1133
N 3.6544 1.2845 -1.1877
H 6.0538 5.0565 -5.1466
C -0.9028 5.0126 0.1258
H -1.2262 -4.6639 -1.7078
H 3.9285 6.1224 -4.4697
H -5.5917 0.2132 1.7464
C -0.1582 -2.8858 -2.3323
C -0.5576 2.4912 -5.2396
N 4.9823 0.7978 0.5544
H -1.6950 -3.4724 3.0902
H 1.7491 -3.2716 4.6421
H -4.8527 -3.0035 3.6793
P -1.3135 -0.9017 1.6409
H 2.1698 4.7844 -3.3941
C 5.4968 3.1214 -4.4122
H -3.3444 -0.5328 0.5824
H 0.5670 -0.9547 4.8319
C -1.3764 1.7913 -3.1232
H 0.6431 0.1611 3.4876
H 1.5611 2.8608 -5.2833
H -5.4641 -0.6134 4.6483
C -4.4062 -2.0422 3.4239
C -3.5928 0.4057 2.4930
H -1.3117 5.6703 -0.6309
C -0.8250 -1.7661 0.1125
H 1.8802 -2.1913 -1.9495
H -2.6282 2.0284 -4.8433
C -5.4296 -0.9133 3.6003
N 2.3766 1.4954 -1.6558
C 0.8533 -1.8874 -1.7423
C 4.0934 5.0707 -4.2811
H 4.7013 1.3220 -3.5644
H 2.6079 -3.6581 3.1680
C 5.2870 4.4714 -4.6579
C -0.5999 -3.8869 -1.2712
H 5.7118 0.6608 -0.1271
C 0.4572 -3.7481 2.9934
C -1.3767 -3.1889 -0.1457
C 1.7333 -3.1346 3.5567
H 0.4933 -3.7273 1.8981
*
```

For the HOMO energy (spin up / spin down), the calculation gives -13.28 / -13.29 eV. Its expectation value of S² is 8.7599. The calculation puts the energy at -8086.44456 Ha. For the HOMO-LUMO gap (spin up / spin down), the calculation gives 0.263 / 0.271 Eh.

Okay, here come the Mulliken numbers, in e, for every atom:
1 C -1.0389
2 C -0.8715
3 H 0.3017
4 H 0.3004
5 C 0.9744
6 H 0.0853
7 H 0.2367
8 H 0.3598
9 C -0.0175
10 H 0.1699
11 H 0.4312
12 Sm 0.1506
13 H 0.6321
14 C -1.0927
15 H -0.7778
16 H 0.4867
17 Br -0.0613
18 H 0.5664
19 C 0.4019
20 H 0.5387
21 H 0.4592
22 H 0.4585
23 H 0.3085
24 H 0.1988
25 C -0.2425
26 H -0.2866
27 C -0.9242
28 C 0.2181
29 S -0.3722
30 H 0.8577
31 H 0.0920
32 O -0.2166
33 H -0.2103
34 Br 0.0197
35 H 0.4793
36 C -1.4138
37 C -0.0401
38 C 0.1593
39 H 0.5123
40 C -1.2747
41 H 0.4092
42 C 0.0725
43 C -0.6328
44 H 0.3933
45 N 0.5807
46 H 0.5614
47 H 0.4212
48 C 0.5947
49 N -1.1628
50 H 0.4345
51 C -0.5640
52 H 0.5588
53 H 0.4242
54 H 0.3207
55 C -0.9775
56 C -0.6858
57 N -0.3879
58 H 0.3129
59 H 0.3750
60 H 0.5802
61 P 0.9220
62 H 0.4326
63 C -0.8564
64 H 0.5330
65 H 0.5810
66 C -0.1583
67 H 0.3489
68 H 0.5931
69 H 0.3599
70 C -0.7207
71 C -0.4977
72 H 0.4439
73 C 0.8721
74 H 0.5301
75 H 0.4631
76 C -0.8218
77 N 0.5607
78 C -0.1074
79 C -0.9734
80 H 0.4948
81 H 0.4594
82 C -0.4121
83 C -0.9689
84 H 0.2409
85 C -0.1357
86 C -0.8882
87 C -1.3141
88 H -0.1678